Record 1
Density functional theory data (the ωB97M-V functional and the def2-TZVPD basis) for 6 unconnected molecules or ions with the total composition C31H50Cl3NO16S2 at a distorted geometry.

```
103
Properties=species:S:1:pos:R:3:forces:R:3
C 1.144578 0.838205 4.870433 0.5 0.0 0.3
C 1.593627 1.349273 3.527721 -0.5 0.3 -0.2
Cl 1.926306 3.114670 3.615684 -0.1 0.1 -0.3
C 0.607503 1.116263 2.350107 0.4 -0.7 0.7
Cl -1.048829 1.090458 2.984638 -0.2 0.4 -0.3
C 1.038339 -0.144392 1.563845 1.2 0.9 -0.6
C 2.333677 0.327454 0.830559 0.3 -0.5 0.6
C 3.451287 -0.718609 0.785993 0.5 0.3 -0.3
C 4.453628 -0.584173 1.942715 -0.5 0.1 -0.9
S 6.158868 -0.922944 1.525190 0.5 -0.1 1.0
O 6.963401 -0.052160 2.299292 0.3 1.3 0.4
O 6.448174 -2.296697 1.674728 -0.3 -1.3 -0.7
O 6.378970 -0.552721 -0.012782 -0.8 0.0 -0.2
O 1.451009 -1.152866 2.525882 -1.2 -0.1 -0.5
S 0.856063 -2.633506 2.470183 -0.2 -1.8 1.0
O 0.838284 -3.099048 3.813012 -0.2 0.5 1.2
O 1.634453 -3.471661 1.626899 0.7 0.3 -1.4
C -0.834990 -2.633553 1.850510 -0.1 1.5 -0.3
C -1.829315 -2.889194 2.971210 0.1 0.1 -0.4
N -1.866688 -1.843457 3.989128 -0.6 -0.5 0.2
C -1.170551 -1.393490 0.972800 0.2 -0.9 0.0
C 0.034738 -0.591903 0.508977 -0.7 -0.4 0.2
Cl 0.786217 -1.555040 -0.824409 0.2 0.0 0.0
H 2.003638 0.775790 5.524517 0.2 0.0 0.1
H 0.472579 1.547647 5.326582 -0.5 0.0 0.1
H 0.718185 -0.153150 4.800445 -0.3 -0.2 -0.1
H 2.537799 0.916521 3.261736 0.4 -0.2 0.0
H 0.730967 1.951188 1.677949 -0.4 0.2 -0.2
H 2.746883 1.197846 1.325008 0.0 0.3 0.2
H 2.097423 0.670960 -0.163758 -0.3 -0.1 -0.4
H 3.997683 -0.525198 -0.130313 0.0 -0.1 -0.4
H 3.096715 -1.734491 0.700360 -0.2 -0.2 0.0
H 4.201708 -1.259328 2.746871 0.2 -0.2 0.3
H 4.448819 0.431175 2.317695 0.2 0.2 0.2
H 5.824412 0.207355 -0.263958 0.4 -0.1 0.1
H -0.892120 -3.497572 1.205399 0.5 -0.3 -0.2
H -1.578737 -3.862648 3.365665 0.0 -0.1 0.5
H -2.785520 -3.013531 2.466956 -0.3 -0.1 -0.1
H -2.716236 -1.308309 3.844420 0.1 0.3 0.0
H -2.041514 -2.305481 4.875676 0.3 0.1 0.1
H -1.929209 -0.782364 1.425722 0.0 0.4 0.4
H -1.625134 -1.777563 0.071735 -0.2 0.0 -0.1
H -0.319100 0.302948 0.020958 -0.1 0.3 -0.1
O 3.402812 2.547157 6.092901 0.0 0.0 0.2
C 3.622350 3.058687 7.149426 0.3 -0.1 -0.1
C 4.614327 2.607198 8.205047 -0.3 0.2 0.4
C 4.160740 3.386210 9.438746 0.1 -0.1 0.0
C 3.545993 4.631755 8.813662 0.0 0.0 0.1
O 3.004841 4.194998 7.554537 0.0 0.0 0.1
H 5.616759 2.892645 7.883555 0.0 -0.1 -0.1
H 4.561659 1.531786 8.344913 0.1 0.0 -0.2
H 4.958202 3.609468 10.144334 0.0 0.1 0.0
H 3.392876 2.820682 9.968086 0.0 0.0 0.0
H 4.288423 5.408531 8.618764 0.0 0.0 0.0
H 2.745524 5.055062 9.415041 -0.1 0.0 -0.1
O -2.315132 -1.116156 -1.834650 -0.3 0.0 0.0
C -2.215273 -1.332165 -3.009227 0.4 0.1 0.0
C -1.361189 -0.584489 -4.010221 -0.3 0.0 -0.4
C -1.943920 -1.038639 -5.345417 0.1 0.0 0.1
C -2.462934 -2.427972 -5.000757 0.1 0.0 -0.2
O -2.858836 -2.350136 -3.616180 0.0 0.0 0.0
H -0.323715 -0.899256 -3.882268 0.0 0.0 0.1
H -1.444911 0.488492 -3.864803 0.2 0.0 0.1
H -1.231182 -1.034839 -6.165640 0.0 0.0 0.0
H -2.771056 -0.387093 -5.622625 0.0 0.0 -0.1
H -1.693063 -3.197110 -5.094050 0.0 0.0 0.0
H -3.322902 -2.718706 -5.598557 -0.1 -0.1 0.1
O -1.405974 1.935708 -6.581220 -0.2 -0.1 0.1
C -1.326094 1.708480 -7.753938 0.3 0.2 0.1
C -0.485350 2.434798 -8.783066 -0.3 0.0 -0.4
C -1.101278 1.968654 -10.099855 0.1 0.1 0.0
C -1.626430 0.588123 -9.731428 0.0 0.0 -0.2
O -1.992784 0.684445 -8.341001 0.0 0.0 0.0
H 0.552367 2.112872 -8.676667 0.0 0.0 0.1
H -0.564604 3.509101 -8.652740 0.1 0.0 0.2
H -0.406297 1.953574 -10.936920 0.0 -0.1 0.0
H -1.931552 2.624469 -10.363384 0.0 0.0 0.0
H -0.865404 -0.188830 -9.834424 0.0 0.0 0.0
H -2.501661 0.299891 -10.308013 -0.1 -0.1 0.1
O -2.750300 5.100169 -9.005768 0.2 -0.1 -0.1
C -2.643388 5.528849 -7.892618 -0.3 -0.1 0.0
C -3.580973 6.476336 -7.170923 0.4 0.3 0.3
C -2.728081 6.946378 -5.992148 -0.1 0.0 -0.1
C -1.813413 5.748195 -5.769646 -0.1 0.1 0.2
O -1.630671 5.172546 -7.075235 0.1 0.1 0.0
H -4.458153 5.915483 -6.845735 0.0 0.0 -0.1
H -3.881424 7.290125 -7.823903 -0.2 -0.1 -0.1
H -3.300003 7.218697 -5.107893 0.0 -0.1 0.0
H -2.137042 7.813407 -6.289840 0.0 0.0 0.0
H -2.262704 4.993551 -5.121802 0.0 0.0 0.0
H -0.843859 6.026189 -5.365175 0.1 -0.1 -0.1
O -5.689481 -6.475720 3.985094 0.0 0.2 0.0
C -4.540911 -6.797341 3.944946 -0.2 -0.2 -0.1
C -3.920343 -8.062620 4.504156 0.5 0.2 0.1
C -2.432052 -7.725736 4.508886 -0.1 -0.1 0.0
C -2.326977 -6.741984 3.351609 0.1 0.0 0.0
O -3.591742 -6.047113 3.325876 0.2 -0.1 0.1
H -4.153226 -8.889659 3.832216 -0.1 0.0 0.0
H -4.306370 -8.270823 5.497261 -0.2 -0.1 -0.1
H -1.778145 -8.587805 4.397526 0.0 0.0 -0.1
H -2.172342 -7.226060 5.442902 0.0 0.0 0.0
H -2.187180 -7.242413 2.391354 0.0 0.0 0.0
H -1.524540 -6.022749 3.494922 -0.1 0.1 -0.1
```
Positions in Å, forces in eV/Å.

Computed properties:
SMILES	C[C@H](Cl)[C@H](Cl)[C@@]1(CCCS(=O)(=O)O)OS(=O)(=O)[C@@H](CN)C[C@@H]1Cl.O=C1CCCO1.O=C1CCCO1.O=C1CCCO1.O=C1CCCO1.O=C1CCCO1
LUMO level	0.34	eV
maximum force	2.08	eV/Å
orbital gap	9.9	eV
HOMO	-0.3523	Eh

These are the Löwdin partial charges, in e, on atoms 1 to 99: atom 1 (C): -0.148, atom 2 (C): -0.720, atom 3 (Cl): 0.668, atom 4 (C): -0.610, atom 5 (Cl): 0.759, atom 6 (C): -0.460, atom 7 (C): -0.143, atom 8 (C): -0.203, atom 9 (C): -0.198, atom 10 (S): 0.566, atom 11 (O): -0.277, atom 12 (O): -0.256, atom 13 (O): -0.153, atom 14 (O): -0.181, atom 15 (S): 0.630, atom 16 (O): -0.257, atom 17 (O): -0.272, atom 18 (C): -0.297, atom 19 (C): -0.267, atom 20 (N): 0.019, atom 21 (C): -0.212, atom 22 (C): -0.545, atom 23 (Cl): 0.764, atom 24 (H): 0.063, atom 25 (H): 0.065, atom 26 (H): 0.066, atom 27 (H): 0.062, atom 28 (H): 0.087, atom 29 (H): 0.103, atom 30 (H): 0.108, atom 31 (H): 0.097, atom 32 (H): 0.083, atom 33 (H): 0.115, atom 34 (H): 0.097, atom 35 (H): 0.092, atom 36 (H): 0.130, atom 37 (H): 0.085, atom 38 (H): 0.128, atom 39 (H): 0.065, atom 40 (H): 0.081, atom 41 (H): 0.080, atom 42 (H): 0.070, atom 43 (H): 0.121, atom 44 (O): 0.069, atom 45 (C): -0.472, atom 46 (C): -0.070, atom 47 (C): -0.155, atom 48 (C): -0.156, atom 49 (O): 0.029, atom 50 (H): 0.132, atom 51 (H): 0.125, atom 52 (H): 0.114, atom 53 (H): 0.117, atom 54 (H): 0.126, atom 55 (H): 0.123, atom 56 (O): 0.089, atom 57 (C): -0.481, atom 58 (C): -0.071, atom 59 (C): -0.160, atom 60 (C): -0.144, atom 61 (O): 0.035, atom 62 (H): 0.122, atom 63 (H): 0.125, atom 64 (H): 0.111, atom 65 (H): 0.116, atom 66 (H): 0.126, atom 67 (H): 0.124, atom 68 (O): 0.113, atom 69 (C): -0.480, atom 70 (C): -0.069, atom 71 (C): -0.146, atom 72 (C): -0.150, atom 73 (O): 0.012, atom 74 (H): 0.133, atom 75 (H): 0.102, atom 76 (H): 0.116, atom 77 (H): 0.114, atom 78 (H): 0.125, atom 79 (H): 0.123, atom 80 (O): 0.118, atom 81 (C): -0.485, atom 82 (C): -0.070, atom 83 (C): -0.150, atom 84 (C): -0.144, atom 85 (O): 0.011, atom 86 (H): 0.133, atom 87 (H): 0.125, atom 88 (H): 0.116, atom 89 (H): 0.117, atom 90 (H): 0.130, atom 91 (H): 0.126, atom 92 (O): 0.127, atom 93 (C): -0.489, atom 94 (C): -0.076, atom 95 (C): -0.152, atom 96 (C): -0.153, atom 97 (O): 0.015, atom 98 (H): 0.131, atom 99 (H): 0.124


Record 2
Density functional theory data (the ωB97M-V functional and the def2-TZVPD basis) for C3H7N3OS in the gas phase at a distorted geometry.

```
15
Properties=species:S:1:pos:R:3:forces:R:3
C 1.713909 -1.636475 0.531123 0.7 0.5 -0.2
S 1.500483 -0.328312 -0.748269 -0.1 -0.4 0.4
C -0.108861 0.305621 -0.341907 0.4 -0.2 -0.1
N -0.322080 1.542116 -0.123878 -1.6 -1.2 -0.2
N 0.636457 2.413240 -0.014837 2.7 2.2 -1.0
C -1.291967 -0.619748 -0.350401 0.0 -0.3 0.2
N -2.477920 -0.054994 -0.015246 0.1 -0.8 -0.2
O -1.158702 -1.806266 -0.600488 -0.1 0.2 0.0
H 2.710660 -2.097770 0.300468 -1.1 0.2 0.2
H 1.735433 -1.194061 1.526783 0.2 0.1 -0.1
H 0.858025 -2.291656 0.491423 0.1 -0.5 -0.3
H 0.362347 3.333386 -0.353159 -0.2 -0.3 0.5
H 1.574787 2.204323 -0.431435 -1.1 -0.4 0.6
H -3.273895 -0.711343 -0.035925 0.6 1.2 0.2
H -2.458683 0.941945 0.165753 -0.6 -0.4 0.0
```
Positions in Å, forces in eV/Å.

Computed properties:
SMILES	CS/C(=N\N)C(N)=O
LUMO level	0.64	eV
maximum force	3.57	eV/Å
energy above the lowest of the compared OMol25 structures with the same formula, charge and spin	115.4	kJ/mol
orbital gap	9.3	eV
HOMO	-0.3194	Eh

Here is what Löwdin gives for the atomic charges, in e: atom 1 (C): -0.357, atom 2 (S): 0.879, atom 3 (C): -0.540, atom 4 (N): -0.076, atom 5 (N): -0.006, atom 6 (C): -0.560, atom 7 (N): 0.150, atom 8 (O): 0.017, atom 9 (H): 0.049, atom 10 (H): 0.035, atom 11 (H): 0.014, atom 12 (H): 0.101, atom 13 (H): 0.075, atom 14 (H): 0.131, atom 15 (H): 0.089


Record 3
Density functional theory data (the ωB97M-V functional and the def2-TZVPD basis) for 2 unconnected molecules or ions with the total composition CH5ClNP at a distorted geometry.

```
9
Properties=species:S:1:pos:R:3:forces:R:3
C 1.134473 -1.239422 0.786806 2.7 1.9 -0.2
P 1.809818 0.291295 1.075670 0.0 -1.9 -1.4
Cl 3.341822 0.337153 -0.418713 -0.8 0.2 0.7
H 0.647382 -1.649038 1.601514 -1.8 -0.5 1.5
H 1.562834 -2.009782 0.161237 0.0 0.3 -0.6
N -2.262393 1.057321 -0.664707 -0.8 -2.5 1.5
H -2.737138 0.430705 -1.301738 0.6 0.5 -0.1
H -2.140689 1.969719 -0.882444 -0.5 3.3 -1.6
H -1.356107 0.812050 -0.357626 0.8 -1.3 0.2
```
Positions in Å, forces in eV/Å.

Computed properties:
SMILES	C=PCl.N
LUMO level	-0.54	eV
maximum force	3.68	eV/Å
energy above the lowest of the compared OMol25 structures with the same formula, charge and spin	185.8	kJ/mol
orbital gap	9.2	eV
HOMO	-0.3581	Eh

Here is what Löwdin gives for the atomic charges, in e: atom 1 (C): -0.429, atom 2 (P): 0.512, atom 3 (Cl): -0.002, atom 4 (H): -0.056, atom 5 (H): -0.008, atom 6 (N): 0.045, atom 7 (H): 0.020, atom 8 (H): -0.046, atom 9 (H): -0.036